# 1
{
  "formula": "C17H33NO2S",
  "method": "ωB97M-V/def2-TZVPD",
  "species": ["C", "C", "C", "C", "N", "C", "C", "C", "C", "C", "H", "H", "H", "H", "H", "H", "H", "H", "H", "H", "H", "H", "H", "H", "H", "H", "H", "H", "H", "H", "O", "H", "C", "S", "O", "C", "H", "H", "H", "H", "H", "H", "C", "C", "C", "C", "C", "C", "H", "H", "H", "H", "H", "H"],
  "positions_angstrom": [[-36.25156, -22.93015, -37.66359], [-34.79563, -22.47757, -37.60477], [-34.09562, -23.03326, -36.39675], [-32.75553, -22.70965, -36.55487], [-31.88005, -23.08703, -35.40032], [-32.35975, -22.59518, -34.03178], [-31.11518, -22.58675, -33.21862], [-30.24282, -21.76332, -34.19257], [-30.50662, -22.55414, -35.48134], [-31.71347, -24.64431, -35.38989], [-36.43858, -23.97355, -38.11144], [-36.57611, -22.27091, -38.44350], [-36.80647, -22.89594, -36.65449], [-34.82797, -21.25879, -37.51557], [-34.06874, -22.62575, -38.43133], [-34.14595, -23.99893, -36.45140], [-34.68076, -22.75379, -35.42886], [-32.50375, -21.64379, -36.68250], [-32.30456, -23.09152, -37.37478], [-33.15101, -23.13196, -33.60705], [-32.70267, -21.62970, -34.19218], [-30.82642, -23.74872, -32.92804], [-31.37991, -21.98828, -32.31597], [-29.10668, -21.89460, -34.02542], [-30.70300, -20.83293, -34.34473], [-29.62277, -23.29322, -35.63574], [-30.54488, -21.91515, -36.38540], [-30.97313, -24.94318, -34.69491], [-31.62730, -25.26156, -36.18765], [-32.70492, -25.14546, -35.08155], [-34.44679, -21.51740, -31.70893], [-34.13399, -21.13703, -30.91354], [-34.77177, -17.28471, -33.76235], [-34.30977, -19.02116, -33.72391], [-33.80811, -19.30126, -35.10781], [-32.86861, -18.77138, -32.71022], [-34.01981, -16.73592, -34.06109], [-35.07429, -16.91699, -32.82906], [-35.51236, -17.40368, -34.48211], [-32.41709, -19.79005, -32.39466], [-33.05550, -18.32826, -31.81914], [-32.00752, -18.49339, -33.25302], [-35.32723, -21.87548, -26.60147], [-35.19028, -21.23075, -28.10173], [-36.40762, -21.19745, -28.82234], [-37.63671, -21.61420, -28.27726], [-37.77518, -22.17416, -26.99772], [-36.59008, -22.31087, -26.01994], [-34.66876, -21.83445, -25.99221], [-34.17240, -20.85626, -28.46090], [-36.40257, -20.67645, -29.89574], [-38.77393, -21.45853, -28.83327], [-38.56123, -22.56321, -26.47481], [-36.59459, -22.81020, -25.04670]],
  "forces_ev_per_angstrom": [[-0.15, -1.63, -0.72], [-0.05, 2.99, 0.99], [-4.22, 4.29, 1.92], [3.95, 3.98, 3.07], [0.54, -4.07, 0.23], [0.73, -1.37, -0.40], [0.11, -0.86, 1.49], [2.26, -3.77, -0.04], [2.32, 0.89, -1.80], [-3.85, 0.82, 3.62], [0.62, 1.26, 0.86], [-1.53, 0.40, 0.00], [0.94, 0.42, -1.73], [0.19, -2.84, 0.01], [-1.30, -0.33, -0.35], [-0.81, -6.03, -0.27], [1.49, 0.01, -1.49], [-0.81, 0.16, 0.31], [1.20, -1.90, -2.72], [-1.24, -1.08, 0.30], [-0.78, 1.98, -0.34], [-0.19, 3.29, -0.67], [0.40, -0.84, -0.28], [-1.87, 1.21, 0.06], [0.16, 1.74, 0.44], [-2.15, 0.67, 0.14], [0.57, -0.15, 0.48], [0.60, 0.11, 0.78], [1.16, -0.32, -3.90], [1.17, 1.32, 0.47], [-0.03, -0.55, -1.81], [0.53, 0.52, 1.40], [-1.87, -3.31, 1.11], [0.18, -0.24, 0.85], [0.32, -0.22, -0.29], [1.67, -4.69, -1.12], [4.00, 2.76, -1.97], [-0.95, 0.18, 1.35], [-1.70, 0.79, -1.16], [-1.59, 0.90, -0.29], [-0.63, 1.87, 2.49], [0.55, 1.71, -0.99], [-10.54, 0.83, -9.25], [-1.67, -1.97, 3.80], [1.73, 1.88, -1.67], [-3.87, -0.51, 0.76], [5.39, 0.50, 1.45], [1.16, 1.61, -5.89], [9.12, 0.40, 6.96], [-1.84, -0.69, 0.49], [0.10, -1.53, 2.39], [3.81, -0.44, 1.18], [-3.00, -0.56, 0.12], [-0.36, 0.41, -0.37]],
  "mulliken_charge": [-1.1895, -0.3552, -0.2294, -1.8783, 0.5183, -1.0027, -0.5124, -0.4999, -0.4488, -1.2146, 0.2840, 0.3956, 0.3070, 0.1722, 0.3647, 0.6256, 0.3423, 0.5073, 0.7605, 0.3469, 0.3838, 0.2423, 0.3676, 0.3505, 0.2893, 0.2807, 0.3493, 0.4395, 0.5063, 0.3667, -0.8319, -0.0055, -1.2923, 0.7070, -0.7021, -0.9947, 0.4135, 0.4438, 0.3898, -0.0719, 0.5956, 0.4890, -0.6930, -0.3578, 0.2865, -0.3529, -0.3189, -0.4078, 0.5915, 0.2635, 0.1155, 0.1146, 0.3906, 0.3585],
  "orbital_gap_ev": 5.81,
  "e_above_lowest_ev": 0.0547
}


# 2
{
  "formula": "C6H13NO2",
  "method": "ωB97M-V/def2-TZVPD",
  "species": ["C", "N", "C", "C", "C", "C", "C", "O", "H", "H", "H", "H", "H", "H", "H", "H", "H", "H", "H", "O", "H", "H"],
  "positions_angstrom": [[2.86030, -1.44926, 1.35543], [2.40243, -1.00135, 0.26464], [0.98937, -0.97912, 0.12802], [0.18132, -0.35827, 0.97483], [-1.32049, -0.31998, 0.85601], [-1.92460, 1.06166, 0.91904], [-1.75753, 1.80734, -0.40003], [-2.62512, 1.34680, -1.41965], [2.34506, -1.88704, 2.21408], [3.93679, -1.42665, 1.42820], [0.58669, -1.48330, -0.73815], [0.54427, 0.26590, 1.78375], [-1.66652, -0.93829, 0.01380], [-1.71872, -1.00340, 1.61192], [-1.76004, 1.67103, 1.80637], [-3.00847, 0.91655, 0.97992], [-0.71077, 1.70454, -0.72096], [-1.97317, 2.86277, -0.27992], [-2.25908, 0.55521, -1.81111], [2.13618, -0.79330, -2.93033], [1.84289, -0.12656, -3.55600], [2.89920, -0.42528, -2.47986]],
  "forces_ev_per_angstrom": [[0.94, 0.12, -0.38], [-0.86, -0.24, 0.24], [0.25, 0.00, 0.35], [-0.76, 0.46, -0.15], [0.51, -1.41, 0.44], [-1.95, -0.24, -0.77], [0.88, 0.14, 0.22], [-0.24, 0.06, 0.04], [-0.56, 0.15, -0.31], [0.37, -0.03, 0.28], [0.16, -0.05, -0.20], [0.44, -0.18, 0.09], [0.20, 0.77, -0.56], [-0.03, 0.50, 0.73], [0.90, -0.12, -0.01], [-0.15, -0.05, 0.03], [-0.09, 0.20, -0.06], [-0.04, 0.18, 0.05], [0.10, -0.23, -0.07], [-0.21, -0.19, -0.14], [0.08, 0.08, -0.01], [0.05, 0.08, 0.19]],
  "mulliken_charge": [-0.3503, -0.4069, 0.0399, -0.3251, -0.8645, -0.5159, -0.4838, -0.5335, 0.2860, 0.2609, 0.3280, 0.3212, 0.3329, 0.3211, 0.4214, 0.2824, 0.2502, 0.3346, 0.3158, -0.6382, 0.3053, 0.3187],
  "orbital_gap_ev": 9.80,
  "e_above_lowest_ev": 2.6552
}


# 3
{
  "formula": "C65H55N5OP3SeSiSn",
  "method": "ωB97M-V/def2-TZVPD",
  "species": ["Sn", "C", "C", "C", "C", "C", "C", "P", "C", "C", "C", "C", "C", "C", "C", "C", "C", "C", "C", "C", "Si", "C", "C", "C", "C", "C", "C", "P", "C", "C", "C", "C", "C", "C", "C", "C", "C", "C", "C", "C", "C", "C", "C", "C", "C", "C", "P", "C", "C", "C", "C", "C", "C", "C", "C", "C", "C", "C", "C", "H", "H", "H", "H", "H", "H", "H", "H", "H", "H", "H", "H", "H", "H", "H", "H", "H", "H", "H", "H", "H", "H", "H", "H", "H", "H", "H", "H", "H", "H", "H", "H", "H", "H", "H", "H", "H", "H", "H", "H", "H", "H", "C", "N", "C", "C", "C", "O", "H", "H", "H", "H", "H", "H", "H", "H", "H", "Se", "C", "C", "C", "N", "C", "C", "H", "H", "H", "H", "N", "C", "N", "C", "N"],
  "positions_angstrom": [[0.64506, 0.16459, -0.21233], [0.44770, -6.40074, -1.54319], [0.41856, -6.46767, -0.16016], [0.12053, -5.34404, 0.59148], [-0.14947, -4.14052, -0.04711], [-0.11749, -4.07822, -1.43741], [0.17507, -5.20211, -2.18391], [-0.47334, -2.54620, 0.76278], [-0.16650, -2.86077, 2.52277], [1.10615, -3.28144, 2.89851], [1.41231, -3.46758, 4.23191], [0.45362, -3.23472, 5.20444], [-0.80163, -2.78201, 4.83807], [-1.10992, -2.57964, 3.50518], [-2.30779, -2.52939, 0.78474], [-3.04124, -3.70553, 0.90417], [-4.41999, -3.66032, 1.00799], [-5.06833, -2.43629, 1.00342], [-4.33193, -1.27471, 0.86866], [-2.95060, -1.29181, 0.75067], [-1.90061, 0.28200, 0.39860], [-2.18974, 1.40209, 1.94167], [-3.44884, 1.85213, 2.30866], [-3.65263, 2.69620, 3.38441], [-2.57310, 3.09361, 4.15023], [-1.30772, 2.64138, 3.82748], [-1.10957, 1.80616, 2.73320], [0.58382, 1.26212, 2.31700], [1.61228, 2.76177, 2.60804], [1.92948, 3.22339, 3.88589], [2.70375, 4.35634, 4.05171], [3.18299, 5.04358, 2.94899], [2.91412, 4.56659, 1.67933], [2.14778, 3.42853, 1.51246], [1.22715, 0.37291, 3.77348], [0.58762, 0.13182, 4.97945], [1.31662, -0.36199, 6.05112], [2.67124, -0.61382, 5.92769], [3.29720, -0.43765, 4.70240], [2.57336, 0.04388, 3.63314], [-2.92029, 0.89060, -1.13610], [-4.23381, 1.33929, -1.07499], [-5.00728, 1.53091, -2.20564], [-4.46525, 1.30664, -3.45808], [-3.13239, 0.96089, -3.55860], [-2.36863, 0.74482, -2.41372], [-0.56522, 0.56333, -2.59536], [-0.18089, -0.76065, -3.78375], [-1.05127, -1.47357, -4.59648], [-0.55271, -2.45609, -5.43693], [0.80259, -2.73656, -5.47059], [1.67131, -2.05260, -4.63445], [1.17691, -1.07819, -3.79266], [-0.28739, 2.04933, -3.60118], [0.66148, 2.09347, -4.61451], [0.87361, 3.26458, -5.31975], [0.15156, 4.40704, -5.01352], [-0.78323, 4.37309, -3.99109], [-0.99885, 3.20388, -3.28772], [0.70699, -7.27809, -2.12059], [0.64730, -7.39953, 0.33951], [0.12250, -5.39578, 1.67207], [-0.28654, -3.12524, -1.92464], [0.21803, -5.13691, -3.26279], [1.85208, -3.44683, 2.13510], [2.40442, -3.78933, 4.51274], [0.69044, -3.38946, 6.24807], [-1.54911, -2.57963, 5.59294], [-2.08478, -2.20435, 3.22889], [-2.53053, -4.65956, 0.91134], [-4.99137, -4.57474, 1.09397], [-6.14614, -2.38331, 1.09493], [-4.85138, -0.33225, 0.84623], [-4.30343, 1.53457, 1.73887], [-4.64990, 3.04547, 3.61543], [-2.71563, 3.75715, 4.99067], [-0.46648, 2.96155, 4.42144], [1.60068, 2.68302, 4.76340], [2.93528, 4.70650, 5.04858], [3.77689, 5.93649, 3.07686], [3.30214, 5.09104, 0.81714], [1.96035, 3.04387, 0.52305], [-0.46785, 0.33724, 5.08737], [0.82672, -0.53500, 7.00001], [3.24247, -0.94914, 6.78281], [4.34712, -0.66237, 4.58511], [3.04071, 0.18524, 2.66592], [-4.67510, 1.56861, -0.12037], [-6.03450, 1.85794, -2.10759], [-5.06769, 1.43498, -4.34697], [-2.66848, 0.88408, -4.53341], [-2.11399, -1.28381, -4.56582], [-1.22776, -3.01136, -6.07445], [1.18456, -3.49542, -6.13875], [2.72507, -2.29006, -4.62869], [1.83052, -0.55440, -3.10852], [1.22330, 1.20421, -4.85890], [1.60964, 3.28607, -6.11146], [0.31548, 5.32282, -5.56563], [-1.34567, 5.26328, -3.74114], [-1.72917, 3.18204, -2.49279], [2.57284, 4.26900, -2.21935], [3.60701, 3.35138, -1.79891], [4.89111, 3.94293, -1.50038], [3.34279, 2.02736, -1.74393], [4.41459, 1.10627, -1.23628], [2.25407, 1.58504, -2.08340], [2.86112, 4.78020, -3.14206], [2.38194, 5.00594, -1.43750], [1.66076, 3.70636, -2.39292], [4.81749, 5.01293, -1.68439], [5.67104, 3.54572, -2.15706], [5.17963, 3.79270, -0.45602], [5.41241, 1.52636, -1.27526], [4.37415, 0.18243, -1.80980], [4.15723, 0.83572, -0.21085], [3.03829, -2.44688, -0.08194], [4.27283, -3.04789, -1.35328], [3.93637, -4.01550, -2.29960], [4.91632, -4.45984, -3.16347], [6.16655, -4.00997, -3.17868], [6.47298, -3.07658, -2.28441], [5.58446, -2.57296, -1.35970], [2.92928, -4.40698, -2.34066], [4.69986, -5.23200, -3.89611], [7.49943, -2.72126, -2.31318], [5.89287, -1.83201, -0.63621], [-0.05128, 2.30150, -0.36958], [-0.45149, 3.37988, -0.14983], [-1.02961, 4.45563, 0.06667], [-0.62582, 5.66263, 0.23372], [-0.34360, 6.77016, 0.39448]],
  "forces_ev_per_angstrom": [[0.84, -0.75, -0.07], [0.06, -0.10, -0.02], [0.05, -0.19, 0.02], [-0.08, 0.17, -0.04], [0.09, 0.01, 0.02], [0.03, 0.01, 0.08], [-0.06, -0.03, -0.14], [-0.27, -0.52, 0.03], [0.04, 0.12, 0.02], [0.00, 0.05, 0.04], [0.03, -0.07, 0.10], [-0.07, -0.13, 0.07], [-0.08, -0.09, 0.14], [-0.03, -0.09, -0.06], [0.18, -0.13, -0.07], [-0.15, -0.13, -0.01], [0.03, -0.18, 0.01], [-0.10, 0.11, 0.03], [-0.33, 0.03, 0.10], [0.77, 0.21, -0.14], [-1.01, 0.13, 0.15], [0.36, -0.27, -0.50], [-0.30, 0.06, 0.05], [-0.09, -0.04, -0.01], [0.02, 0.10, 0.13], [-0.15, 0.08, 0.04], [0.20, 0.09, 0.23], [0.00, 0.31, 1.00], [0.02, 0.05, -0.14], [0.02, -0.02, 0.00], [-0.01, 0.07, 0.12], [0.06, 0.03, -0.06], [0.17, 0.21, -0.02], [-0.05, -0.11, -0.05], [-0.14, -0.17, -0.11], [0.00, 0.08, -0.13], [0.05, 0.12, 0.22], [0.03, 0.04, 0.08], [0.09, 0.01, 0.03], [0.02, -0.14, -0.09], [0.59, 0.00, 0.28], [-0.31, 0.15, 0.04], [-0.08, 0.02, 0.13], [0.00, -0.01, -0.21], [-0.19, -0.10, -0.07], [0.09, -0.19, -0.18], [-0.57, -0.03, -0.82], [-0.02, -0.05, 0.29], [-0.07, 0.01, 0.04], [-0.14, -0.12, -0.14], [0.11, -0.02, 0.00], [0.10, -0.15, -0.18], [-0.01, 0.04, 0.19], [0.16, 0.14, -0.03], [-0.09, -0.07, -0.03], [0.05, 0.08, -0.11], [0.02, 0.07, -0.04], [-0.02, 0.22, -0.04], [0.03, 0.00, 0.02], [-0.01, -0.04, -0.03], [0.01, -0.06, 0.02], [-0.01, -0.02, 0.03], [0.01, 0.04, -0.12], [-0.01, 0.02, -0.06], [0.19, -0.06, -0.10], [0.10, -0.03, 0.02], [0.02, 0.00, 0.07], [-0.04, 0.03, 0.08], [-0.11, -0.03, 0.01], [0.01, -0.04, 0.01], [0.00, -0.07, 0.01], [-0.03, -0.03, -0.01], [-0.19, 0.11, -0.01], [-0.22, 0.00, -0.03], [-0.05, 0.01, 0.04], [0.01, 0.07, 0.08], [0.02, 0.03, 0.07], [-0.01, -0.04, 0.02], [0.00, 0.00, 0.06], [0.04, 0.08, 0.03], [0.01, 0.00, -0.08], [0.02, 0.03, -0.13], [-0.08, 0.05, 0.01], [-0.07, -0.01, 0.04], [-0.01, -0.09, 0.04], [0.08, -0.05, -0.02], [0.17, -0.04, -0.02], [-0.13, 0.00, 0.09], [-0.03, 0.03, 0.01], [0.00, 0.05, -0.06], [0.00, 0.02, -0.04], [-0.08, 0.02, 0.00], [-0.07, -0.02, -0.01], [0.00, -0.09, -0.03], [0.09, -0.03, 0.04], [0.21, 0.01, 0.05], [0.09, 0.00, -0.04], [0.05, -0.01, -0.07], [0.02, 0.03, -0.03], [-0.01, 0.01, 0.04], [-0.08, 0.09, 0.04], [-0.34, 0.02, -0.09], [-0.06, 0.29, 0.03], [0.28, -0.13, 0.07], [0.41, -0.11, -0.09], [-0.09, -0.05, -0.09], [-0.13, -0.11, -0.20], [-0.04, 0.03, 0.05], [0.00, 0.13, -0.01], [-0.04, 0.03, -0.06], [0.02, 0.00, 0.05], [0.03, 0.06, 0.12], [0.05, 0.01, -0.08], [0.12, 0.00, 0.08], [-0.01, -0.05, 0.04], [0.06, -0.06, 0.08], [-0.07, 0.22, 0.16], [-0.31, 0.07, 0.56], [0.19, -0.04, -0.23], [-0.19, -0.13, -0.16], [0.40, -0.18, -0.34], [0.17, 0.13, 0.04], [0.16, -0.03, -0.19], [-0.02, -0.06, 0.03], [-0.12, -0.03, -0.02], [0.02, 0.04, 0.05], [0.02, 0.04, 0.04], [-0.02, 0.61, -0.07], [0.44, -1.02, -0.25], [-1.52, 0.04, 0.13], [0.55, 0.66, 0.09], [0.18, 0.69, 0.07]],
  "mulliken_charge": [-0.7209, -0.5347, -0.7950, -0.1291, 0.2296, -0.5373, -0.3472, 1.7049, 0.3517, -0.4135, -0.9811, -0.3740, -0.9464, -0.4759, -0.3791, -0.4304, -0.8845, -1.0419, -0.0701, 1.1158, 1.1190, 0.8241, -0.5979, -1.2483, -1.0708, -0.3186, 0.3243, 1.4649, 0.6087, -0.4839, -0.9282, -0.9678, -0.5499, 0.6405, 0.7479, -0.0102, -0.9734, -0.6835, -0.8089, -0.2924, 0.7864, -0.0734, -1.1206, -1.1370, -0.0619, -0.4512, 1.7689, 0.4103, -0.6422, -0.8115, -0.9017, -0.6978, -0.2083, 1.0278, -0.5702, -0.6986, -0.8380, -0.7163, -1.0039, 0.3748, 0.3974, 0.4796, -0.1839, 0.4208, 0.2797, 0.4241, 0.4147, 0.3597, 0.3182, 0.4703, 0.4054, 0.4226, 0.1841, 0.1399, 0.4230, 0.3950, 0.3889, 0.3243, 0.4289, 0.3904, 0.3985, -0.5339, 0.4057, 0.4060, 0.3504, 0.4320, 0.2400, 0.1866, 0.4492, 0.3953, 0.6586, 0.4703, 0.3890, 0.3847, 0.4781, 0.0867, 0.3837, 0.4336, 0.3799, 0.4641, 0.3855, -0.4157, 0.4895, -1.4422, 0.0586, -0.8452, 0.3771, 0.5030, 0.4557, -0.5886, 0.4407, 0.3774, 0.4414, 0.5584, 0.1518, -0.0100, -0.3559, 0.3393, -0.3079, -0.3674, -0.7209, -0.4138, -0.4088, 0.3464, 0.3547, 0.3367, 0.4117, 0.1779, 0.5198, -0.9547, 0.5743, -0.7820],
  "orbital_gap_ev": 5.98,
  "charge": -1,
  "e_above_lowest_ev": 1.0987
}


| no. | highest occupied orbital energy (Eh) |
| --- | --- |
| 1 | -0.21254 |
| 2 | -0.32997 |
| 3 | -0.13443 |